Record 1
The following is a DFT calculation (ωB97M-V with the def2-TZVPD basis set) of a structure of composition Cl3O3P in a non-equilibrium geometry.

Summary:
**2S+1**: 1
**HOMO level (alpha / beta)**: -10.5 / -9.8 eV
**Relative energy (zero: lowest compared OMol25 entry of this formula, charge and spin)**: 3.698 eV
**Strongest force on any atom**: 1.91 eV/Å
**Net charge**: 0

Atoms and positions in Å:
O (-1.914, -0.149, -0.119)
O (0.736, -0.401, 1.938)
O (0.111, -1.003, -1.410)
P (-0.500, -0.003, -0.310)
Cl (-0.195, 0.539, 2.870)
Cl (1.704, -0.659, -1.820)
Cl (0.058, 1.675, -1.149)

Record 2
The following is a DFT calculation (ωB97M-V with the def2-TZVPD basis set) of a cluster of 8 separate species, C71H150F6N6O5S in total in a non-equilibrium geometry.

Summary:
**2S+1**: 2
**<S²>**: 0.75
**HOMO level (alpha / beta)**: -6.5 / -12.4 eV
**Strongest force on any atom**: 4.21 eV/Å
**Net charge**: +3

Atoms and positions in Å:
C (-8.952, -3.175, -5.158)
C (-9.262, -2.017, -4.179)
C (-8.334, -2.059, -2.903)
C (-6.841, -2.384, -2.986)
N (-6.250, -3.609, -2.150)
C (-4.694, -3.773, -2.300)
C (-4.156, -3.024, -1.024)
C (-5.279, -2.623, -0.046)
C (-6.535, -3.365, -0.682)
C (-7.016, -4.944, -2.702)
C (-6.419, -6.193, -2.226)
C (-7.439, -7.421, -2.341)
H (-9.681, -3.094, -5.964)
H (-8.970, -4.161, -4.695)
H (-7.964, -3.086, -5.609)
H (-10.293, -2.249, -3.912)
H (-9.051, -1.076, -4.687)
H (-8.980, -2.554, -2.178)
H (-8.315, -1.016, -2.588)
H (-6.393, -1.523, -2.489)
H (-6.354, -2.404, -3.961)
H (-4.353, -4.804, -2.202)
H (-4.249, -3.325, -3.188)
H (-3.370, -3.604, -0.542)
H (-3.644, -2.154, -1.436)
H (-4.967, -2.973, 0.938)
H (-5.525, -1.579, 0.148)
H (-6.776, -4.266, -0.118)
H (-7.486, -2.833, -0.663)
H (-7.075, -4.840, -3.785)
H (-7.990, -4.982, -2.215)
H (-6.228, -6.118, -1.155)
H (-5.493, -6.496, -2.715)
H (-8.384, -7.300, -1.810)
H (-6.927, -8.243, -1.841)
H (-7.672, -7.598, -3.391)
C (2.107, 5.081, 2.311)
C (2.506, 3.758, 2.856)
C (3.197, 3.736, 4.134)
C (4.462, 4.709, 4.202)
N (4.988, 4.990, 5.587)
C (6.237, 5.901, 5.428)
C (7.321, 4.957, 4.892)
C (7.067, 3.708, 5.696)
C (5.638, 3.712, 6.260)
C (3.969, 5.664, 6.544)
C (3.167, 6.830, 5.930)
C (2.343, 7.550, 7.053)
H (1.496, 5.129, 1.409)
H (2.990, 5.672, 2.067)
H (1.441, 5.684, 2.927)
H (3.169, 3.324, 2.108)
H (1.739, 2.984, 2.888)
H (3.373, 2.730, 4.514)
H (2.574, 4.189, 4.906)
H (4.222, 5.663, 3.734)
H (5.227, 4.257, 3.570)
H (6.510, 6.220, 6.434)
H (5.858, 6.800, 4.941)
H (8.239, 5.511, 5.088)
H (7.290, 4.717, 3.829)
H (7.575, 3.635, 6.658)
H (7.435, 2.778, 5.262)
H (5.575, 3.758, 7.347)
H (5.005, 2.885, 5.940)
H (4.589, 5.970, 7.386)
H (3.400, 4.823, 6.940)
H (2.486, 6.655, 5.098)
H (3.917, 7.489, 5.492)
H (2.939, 8.108, 7.775)
H (1.890, 6.682, 7.533)
H (1.514, 8.176, 6.723)
C (5.095, -3.452, -1.035)
C (5.094, -2.002, -1.565)
C (6.408, -1.382, -1.786)
C (6.435, 0.064, -2.278)
N (7.681, 0.439, -3.158)
C (7.704, 1.975, -3.588)
C (9.174, 2.149, -3.990)
C (10.025, 1.092, -3.237)
C (9.005, 0.331, -2.402)
C (7.787, -0.497, -4.435)
C (6.447, -0.680, -5.173)
C (6.627, -1.302, -6.567)
H (5.325, -4.084, -1.892)
H (4.179, -3.701, -0.500)
H (6.051, -3.405, -0.514)
H (4.428, -1.415, -0.932)
H (4.440, -2.077, -2.434)
H (6.843, -2.079, -2.501)
H (7.024, -1.492, -0.894)
H (6.446, 0.854, -1.527)
H (5.603, 0.302, -2.941)
H (6.911, 2.250, -4.283)
H (7.554, 2.584, -2.697)
H (9.218, 1.997, -5.068)
H (9.416, 3.206, -3.877)
H (10.706, 0.554, -3.897)
H (10.717, 1.678, -2.632)
H (9.420, -0.661, -2.225)
H (8.950, 0.698, -1.378)
H (8.320, -1.346, -4.009)
H (8.310, 0.055, -5.216)
H (6.008, 0.316, -5.239)
H (5.873, -1.258, -4.449)
H (7.304, -0.698, -7.171)
H (5.651, -1.373, -7.048)
H (7.088, -2.286, -6.483)
C (-5.977, 6.643, 1.304)
C (-4.964, 6.765, 0.161)
C (-4.169, 5.493, -0.321)
C (-4.093, 4.218, 0.627)
N (-2.981, 3.207, 0.284)
C (-2.975, 1.918, 1.200)
C (-2.435, 2.388, 2.509)
C (-1.303, 3.201, 2.138)
C (-1.669, 3.898, 0.802)
C (-2.913, 2.889, -1.257)
C (-4.247, 2.180, -1.791)
C (-4.247, 2.335, -3.372)
H (-6.564, 5.760, 1.051)
H (-6.518, 7.587, 1.369)
H (-5.614, 6.432, 2.310)
H (-4.211, 7.512, 0.413)
H (-5.349, 7.171, -0.775)
H (-3.173, 5.744, -0.687)
H (-4.648, 5.098, -1.217)
H (-5.055, 3.705, 0.597)
H (-3.841, 4.518, 1.644)
H (-2.350, 1.149, 0.746)
H (-4.005, 1.631, 1.410)
H (-2.044, 1.539, 3.069)
H (-3.268, 2.816, 3.067)
H (-0.506, 2.494, 1.910)
H (-0.930, 3.995, 2.785)
H (-0.832, 3.595, 0.172)
H (-1.737, 4.983, 0.888)
H (-2.133, 2.141, -1.400)
H (-2.702, 3.861, -1.703)
H (-5.102, 2.756, -1.439)
H (-4.350, 1.116, -1.577)
H (-5.093, 1.848, -3.857)
H (-3.378, 1.824, -3.787)
H (-4.264, 3.404, -3.587)
C (-1.005, -6.593, 1.788)
C (-0.293, -5.649, 2.817)
C (-0.874, -5.550, 4.262)
C (-2.391, -5.062, 4.414)
N (-2.561, -3.529, 4.454)
C (-2.355, -2.889, 3.096)
C (-3.053, -1.578, 3.149)
C (-4.229, -1.668, 4.069)
C (-4.034, -3.120, 4.775)
C (-1.575, -2.937, 5.494)
C (-1.611, -3.559, 6.929)
C (-0.502, -2.950, 7.690)
H (-0.724, -7.602, 2.087)
H (-0.613, -6.456, 0.780)
H (-2.083, -6.431, 1.764)
H (-0.270, -4.653, 2.375)
H (0.767, -5.840, 2.984)
H (-0.110, -5.002, 4.815)
H (-0.894, -6.549, 4.697)
H (-2.770, -5.470, 5.350)
H (-3.081, -5.526, 3.710)
H (-1.294, -2.751, 2.885)
H (-2.964, -3.618, 2.560)
H (-2.293, -0.830, 3.373)
H (-3.620, -1.315, 2.256)
H (-4.051, -0.906, 4.829)
H (-5.171, -1.455, 3.564)
H (-4.265, -3.095, 5.840)
H (-4.692, -3.872, 4.338)
H (-1.878, -1.899, 5.628)
H (-0.569, -2.899, 5.076)
H (-1.272, -4.592, 7.002)
H (-2.546, -3.349, 7.447)
H (-0.559, -3.312, 8.717)
H (-0.675, -1.874, 7.690)
H (0.418, -3.266, 7.198)
C (2.290, -4.318, -5.757)
C (1.868, -2.915, -6.320)
C (0.966, -1.997, -5.416)
C (0.650, -0.588, -6.022)
N (0.098, 0.390, -4.960)
C (-0.110, 1.860, -5.483)
C (0.313, 2.875, -4.366)
C (0.572, 2.035, -3.130)
C (1.038, 0.726, -3.836)
C (-1.241, -0.185, -4.412)
C (-2.373, -0.373, -5.467)
C (-3.699, -0.874, -4.765)
H (1.376, -4.909, -5.692)
H (2.703, -4.227, -4.752)
H (3.049, -4.815, -6.362)
H (1.307, -3.018, -7.249)
H (2.829, -2.430, -6.489)
H (1.454, -2.065, -4.444)
H (0.049, -2.562, -5.244)
H (0.038, -0.607, -6.924)
H (1.641, -0.272, -6.347)
H (-1.142, 1.906, -5.831)
H (0.531, 1.973, -6.357)
H (-0.392, 3.706, -4.335)
H (1.184, 3.366, -4.799)
H (-0.344, 1.934, -2.548)
H (1.311, 2.388, -2.411)
H (1.198, -0.128, -3.178)
H (1.966, 0.967, -4.354)
H (-1.651, 0.534, -3.702)
H (-0.871, -1.023, -3.823)
H (-2.045, -1.047, -6.259)
H (-2.749, 0.540, -5.928)
H (-3.524, -1.930, -4.556)
H (-4.505, -0.863, -5.499)
H (-4.123, -0.411, -3.874)
C (-0.360, -0.949, 0.011)
O (0.748, -0.018, -0.354)
O (-1.405, -0.506, -0.787)
C (0.001, -2.554, -0.057)
F (0.637, -2.911, -1.140)
F (0.847, -2.809, 1.028)
F (-1.092, -3.350, -0.006)
C (1.873, -0.194, 0.498)
C (2.899, 0.782, -0.015)
H (2.697, 1.853, -0.034)
H (3.783, 0.717, 0.619)
H (2.929, 0.536, -1.076)
H (2.304, -1.194, 0.467)
H (1.579, 0.063, 1.516)
H (-0.478, -0.739, 1.074)
C (2.072, -1.325, 4.529)
F (3.040, -1.037, 3.724)
F (0.885, -1.435, 3.913)
F (2.345, -2.504, 5.102)
S (2.211, 0.015, 5.932)
O (1.338, 1.121, 5.389)
O (1.790, -0.668, 7.178)
O (3.624, 0.370, 6.101)

Record 3
The following is a DFT calculation (ωB97M-V with the def2-TZVPD basis set) of a structure of composition AgI3 in a non-equilibrium geometry.

Summary:
**2S+1**: 2
**<S²>**: 0.76
**HOMO level (alpha / beta)**: -5.2 / -5.2 eV
**Strongest force on any atom**: 1.14 eV/Å
**Net charge**: -1

Atoms and positions in Å:
Ag (-0.773, -0.136, -0.047)
I (2.039, 1.127, 0.453)
I (-2.671, 1.610, 0.197)
I (1.404, -2.600, -0.604)

Record 4
The following is a DFT calculation (ωB97M-V with the def2-TZVPD basis set) of a cluster of 3 separate species, C6H14O2 in total in a non-equilibrium geometry.

Summary:
**2S+1**: 1
**SMILES**: C=CC(=C)CC.O.O
**HOMO level**: -9.1 eV
**Relative energy (zero: lowest compared OMol25 entry of this formula, charge and spin)**: 2.261 eV
**Strongest force on any atom**: 2.49 eV/Å
**Net charge**: 0

Atoms and positions in Å:
C (-0.702, 1.673, -0.472)
C (0.510, 1.209, -0.130)
C (0.797, 0.041, 0.659)
C (-0.101, -0.536, 1.486)
C (1.996, -0.803, 0.229)
C (3.281, 0.031, 0.255)
H (-0.733, 2.550, -1.111)
H (-1.677, 1.403, -0.065)
H (1.235, 1.892, -0.555)
H (-1.093, -0.104, 1.543)
H (0.195, -1.475, 1.928)
H (1.881, -1.099, -0.816)
H (2.116, -1.644, 0.910)
H (3.528, 0.418, 1.255)
H (4.266, -0.316, -0.079)
H (3.224, 0.997, -0.265)
O (-1.316, -1.105, -1.722)
H (-0.976, -0.307, -1.328)
H (-1.116, -1.746, -1.017)
O (-3.448, -0.013, 0.177)
H (-3.095, -0.337, -0.666)
H (-4.349, -0.298, 0.295)

Record 5
The following is a DFT calculation (ωB97M-V with the def2-TZVPD basis set) of an isolated molecule of C5H14N2.

Summary:
**2S+1**: 1
**SMILES**: C[C@@H](N)CN(C)C
**HOMO level**: -8.2 eV
**Relative energy (zero: lowest compared OMol25 entry of this formula, charge and spin)**: 0.814 eV
**Strongest force on any atom**: 0.59 eV/Å
**Net charge**: 0

Atoms and positions in Å:
C (2.494, -0.165, 0.736)
C (1.155, 0.345, 0.199)
N (1.240, 0.394, -1.265)
C (-0.005, -0.544, 0.740)
N (-1.391, -0.256, 0.340)
C (-1.807, -0.916, -0.889)
C (-1.739, 1.158, 0.358)
H (2.693, -1.192, 0.411)
H (3.322, 0.466, 0.394)
H (2.501, -0.151, 1.832)
H (1.020, 1.370, 0.564)
H (1.252, -0.556, -1.633)
H (0.387, 0.818, -1.626)
H (0.021, -0.474, 1.836)
H (0.218, -1.599, 0.527)
H (-1.633, -1.996, -0.826)
H (-1.296, -0.536, -1.777)
H (-2.885, -0.788, -1.043)
H (-2.826, 1.282, 0.285)
H (-1.284, 1.717, -0.466)
H (-1.436, 1.624, 1.302)

Record 6
The following is a DFT calculation (ωB97M-V with the def2-TZVPD basis set) of a structure of composition C17H14CuGeN2O4 in a non-equilibrium geometry.

Summary:
**2S+1**: 1
**HOMO level**: -12.6 eV
**Strongest force on any atom**: 2.94 eV/Å
**Net charge**: +1

Atoms and positions in Å:
Cu (0.234, -2.345, -1.733)
O (-4.104, 1.887, -2.247)
C (-4.045, 0.910, -3.172)
O (-4.788, 0.955, -4.108)
C (-2.996, -0.176, -3.125)
C (-2.763, -0.932, -4.263)
N (-1.735, -1.732, -4.003)
N (-1.288, -1.583, -2.726)
C (-2.011, -0.610, -2.228)
C (-1.657, -0.082, -0.892)
O (-2.124, 0.927, -0.409)
O (-0.794, -0.852, -0.260)
H (-3.424, 1.691, -1.567)
H (-3.215, -0.988, -5.247)
H (-1.287, -2.368, -4.592)
Ge (0.937, -0.774, 0.438)
C (1.639, 1.004, 0.100)
C (2.569, 1.555, 1.054)
C (2.959, 2.906, 0.931)
C (2.417, 3.617, -0.133)
C (1.519, 3.141, -1.114)
C (1.172, 1.798, -0.995)
C (0.936, -1.361, 2.227)
C (0.943, -0.406, 3.278)
C (0.874, -0.759, 4.588)
C (1.002, -2.192, 4.856)
C (0.948, -3.133, 3.898)
C (0.874, -2.692, 2.548)
H (1.558, -1.966, -0.861)
H (2.997, 0.936, 1.866)
H (3.669, 3.302, 1.598)
H (2.577, 4.702, -0.179)
H (1.183, 3.755, -1.952)
H (0.571, 1.395, -1.778)
H (0.891, 0.662, 3.050)
H (0.790, -0.063, 5.434)
H (1.086, -2.517, 5.853)
H (0.972, -4.185, 4.151)
H (0.911, -3.430, 1.713)

Across the entries above, total energy takes the values -1947.498905 -4496.082952 -1040.203467 -387.424413 -308.393141 -4783.847092 Eh, respectively.